1.
{
  "formula": "C5H12BBr4Na5O3",
  "method": "wB97M-V/def2-TZVPD",
  "spin_multiplicity": 2,
  "charge": 1,
  "orbital_gap_ev": [4.836, 7.619],
  "species": ["Na", "Na", "Na", "Na", "Na", "C", "O", "O", "O", "B", "H", "H", "H", "H", "Br", "C", "C", "Br", "H", "H", "H", "H", "Br", "C", "C", "Br", "H", "H", "H", "H"],
  "positions_angstrom": [[-2.62888, 13.59984, 32.79492], [-2.61403, 16.98012, 29.71186], [-5.52185, 15.16310, 31.07601], [-5.89298, 14.67988, 33.89950], [-5.35253, 18.24847, 32.86161], [-3.04330, 16.32373, 32.36140], [-2.17195, 15.67631, 31.72309], [-3.77039, 15.78812, 33.15415], [-3.35283, 17.44931, 31.90795], [-4.65907, 15.91756, 28.55171], [-4.71836, 16.36909, 29.52990], [-4.22420, 14.94755, 28.73669], [-5.64802, 15.79773, 28.13716], [-4.03567, 16.50735, 27.89768], [0.61876, 19.23092, 35.81545], [-1.42206, 19.13170, 35.74829], [-1.97451, 17.85266, 35.12467], [-1.50984, 16.30710, 36.27654], [-1.87059, 20.00910, 35.28233], [-1.75200, 19.13801, 36.78713], [-1.49582, 17.57405, 34.18587], [-3.01511, 17.83269, 34.80086], [0.19111, 13.80760, 34.25451], [1.60674, 15.08835, 33.65700], [1.31833, 15.79560, 32.31382], [2.67323, 17.02216, 31.57442], [2.51842, 14.49097, 33.64890], [1.81962, 15.62474, 34.58170], [0.42084, 16.41141, 32.37196], [0.98910, 15.10611, 31.53642]]
}


2.
{
  "formula": "C2H18BO7Y",
  "method": "wB97M-V/def2-TZVPD",
  "charge": 0,
  "orbital_gap_ev": 5.996,
  "species": ["Y", "B", "H", "H", "H", "H", "O", "C", "C", "O", "H", "H", "H", "H", "O", "H", "H", "O", "H", "H", "O", "H", "H", "O", "H", "H", "O", "H", "H"],
  "positions_angstrom": [[0.02497, -0.26967, 0.14119], [2.61896, -0.65368, -0.02208], [2.14609, -0.00583, -0.74384], [3.09590, -0.14121, 0.79898], [1.85010, -1.29615, 0.37834], [3.42958, -1.17185, -0.51059], [-2.32337, -0.39869, -0.58261], [-2.58419, 0.61430, -1.59478], [-1.52192, 1.79539, -1.86505], [-0.15807, 1.53884, -1.49817], [-3.56534, 1.04473, -1.39431], [-2.56649, 0.10511, -2.55837], [-1.88605, 2.60964, -1.23855], [-1.62819, 2.06540, -2.91572], [0.64094, -0.68661, 2.54385], [1.34697, -1.22963, 2.89437], [0.61236, 0.07397, 3.12432], [0.29886, -1.55457, -1.93851], [-0.35252, -1.65151, -2.63316], [1.13840, -1.69960, -2.37483], [-0.19751, -2.61314, 0.65900], [-0.86636, -2.90409, 1.27886], [0.34922, -3.38567, 0.51573], [-1.30532, 1.06193, 1.70876], [-1.79586, 1.81188, 1.37233], [-1.18036, 1.25425, 2.63808], [1.26439, 1.58955, 1.12815], [0.93350, 2.27584, 1.70758], [2.18140, 1.82121, 0.98098]]
}


3.
{
  "formula": "C6H10",
  "method": "wB97M-V/def2-TZVPD",
  "charge": 0,
  "orbital_gap_ev": 10.358,
  "species": ["C", "C", "C", "C", "C", "C", "H", "H", "H", "H", "H", "H", "H", "H", "H", "H"],
  "positions_angstrom": [[0.81832, -0.94588, 0.87197], [1.53864, -0.01001, 0.31028], [0.82559, 1.12606, -0.37899], [-0.35561, 0.52143, -1.11758], [-1.36738, -0.30803, -0.24800], [-0.65804, -0.83179, 1.07467], [1.24635, -1.90658, 1.23597], [2.70356, 0.00488, 0.36632], [1.49003, 1.49077, -1.16141], [0.53446, 1.99198, 0.25073], [0.11256, -0.24255, -1.92612], [-0.87796, 1.37980, -1.67655], [-2.02366, -1.10712, -0.86265], [-2.17896, 0.67808, 0.02025], [-1.09675, -1.82905, 1.34760], [-0.71114, -0.01198, 1.89351]]
}


4.
{
  "formula": "C5H2FN",
  "method": "wB97M-V/def2-TZVPD",
  "charge": 0,
  "orbital_gap_ev": [9.200, 9.199],
  "species": ["F", "C", "C", "C", "C", "C", "N", "H", "H"],
  "positions_angstrom": [[2.69201, 0.64895, 0.00365], [1.52578, 0.13909, -0.00791], [1.11582, -1.08593, -0.20562], [-0.14248, -1.39482, -0.06925], [-1.24184, -0.66733, 0.00174], [-0.84044, 0.74705, -0.06284], [0.42122, 1.14697, -0.02894], [-2.11579, -1.07552, 0.32031], [-1.41428, 1.54156, 0.04887]]
}